No. 1
The following is a quantum chemistry calculation of a molecular structure, C23H39O2SiV, from the OMol25 dataset.

Geometry as XYZ:
```
66
C23H39O2SiV, DFT wB97M-V/def2-TZVPD
O -0.3671 -0.5111 -3.9349
C -0.2799 0.7826 -4.6153
C -0.2347 0.2553 -6.0276
H 0.6660 1.2658 -4.3601
H -1.1447 1.4051 -4.3685
C -0.2160 -1.0868 -5.2752
H 0.6561 0.5280 -6.5941
H -1.1377 0.4779 -6.6041
C 1.1173 -1.7842 -5.3362
H 1.8845 -1.0919 -4.9762
H 1.3683 -2.0882 -6.3515
H 1.0532 -2.6717 -4.7068
C -1.4002 -1.9568 -5.6395
H -2.3477 -1.4354 -5.4762
H -1.3698 -2.8525 -5.0237
H -1.3671 -2.2702 -6.6853
V -0.6069 -0.7334 1.6365
C -2.3243 -1.0668 2.8799
C -2.3190 0.3607 2.8984
C -2.5601 0.8343 1.5779
H -2.1681 0.9613 3.7931
C -2.7354 -0.2962 0.7171
C -2.6154 -1.4745 1.5119
H -2.8125 -2.4783 1.1601
H -2.2619 -1.7205 3.7432
H -2.6974 1.8834 1.3045
H -3.0735 -0.2750 -0.3167
C 0.6519 -2.0861 2.8716
C -0.3041 -2.8295 2.1060
C 0.0222 -2.6785 0.7035
H -1.0661 -3.4817 2.5265
C 1.2533 -1.9396 0.6332
C 1.6641 -1.6266 1.9553
H 2.5922 -1.1238 2.2438
H 0.6289 -1.9448 3.9459
H -0.5210 -3.1312 -0.1311
H 1.8362 -1.7614 -0.2751
O 1.6918 0.8324 -2.5440
C 0.7516 0.2626 -1.5745
C -0.5626 1.0438 -1.6737
H 1.1972 0.4081 -0.5740
H 0.5775 -0.8066 -1.7259
C -0.0852 2.4471 -2.0458
H -1.1608 1.0334 -0.7595
H -1.1521 0.5667 -2.4529
C 1.4426 2.2582 -2.3472
H -0.2348 3.0981 -1.1800
H -0.6007 2.8656 -2.9189
H 2.0048 2.6038 -1.4548
H 1.7651 2.7699 -3.2635
C 2.6182 0.3621 4.7506
Si 0.9525 1.1599 4.3795
C -0.2551 0.4301 5.6261
C 1.1141 2.9990 4.7567
C 0.4338 0.9104 2.5411
H 2.9093 0.6297 5.7787
H 3.4025 0.7314 4.0754
H 2.5787 -0.7333 4.6827
H 0.2473 0.3721 6.6042
H -1.1363 1.0729 5.7515
H -0.5958 -0.5803 5.3647
H 1.9392 3.4420 4.1796
H 0.1868 3.5369 4.5101
H 1.3260 3.1449 5.8276
H -0.1745 1.8007 2.2586
H 1.3550 0.9807 1.9175
```

Spin multiplicity ... 2
LUMO (alpha / beta) ... -4.506 / -4.092 eV
Frontier orbital gap (alpha / beta) ... 0.264 / 0.280 hartree
Energy ... -2283.42551 a.u.
⟨S²⟩ ... 0.80
Total charge ... +1


No. 2
The following is a quantum chemistry calculation of 2 unconnected molecules or ions with the total composition C3H7NO, from the OMol25 dataset.

Geometry as XYZ:
```
12
C3H7NO, DFT wB97M-V/def2-TZVPD
C 1.3633 0.6047 2.3312
C 1.6390 0.8660 1.0526
N 0.9232 0.4358 -0.0370
H 0.4590 0.0927 2.6293
H 2.1275 0.7701 3.0744
H 2.6518 1.1218 0.7461
H 1.2907 0.2719 -0.9475
H 0.0487 -0.0578 0.0285
C -2.6041 -1.0021 -2.2599
O -1.9811 -2.0225 -2.2160
H -3.7060 -1.0954 -2.3394
H -2.2121 0.0150 -2.0623
```

Structure (SMILES) ... C=CN.C=O
LUMO ... 0.677 eV
Frontier orbital gap ... 0.321 hartree
Energy ... -248.43040 a.u.
Total charge ... 0


No. 3
The following is a quantum chemistry calculation of 3 unconnected molecules or ions with the total composition C19H42Cl2O11P2S2, from the OMol25 dataset.

Geometry as XYZ:
```
78
C19H42Cl2O11P2S2, DFT wB97M-V/def2-TZVPD
C 2.6129 4.5476 0.1793
C 1.2334 4.9060 -0.4186
C 0.3350 3.6658 -0.3120
Cl 0.7413 2.6499 -1.7494
C -1.1834 3.9677 -0.3509
S -1.4528 4.7915 -1.9961
C -1.6112 4.9738 0.7281
C -3.1084 5.3404 0.7369
O -3.9535 4.4417 -0.0271
S -3.6416 2.9573 0.4022
O -4.6204 2.0578 -0.1073
O -3.4617 2.8607 1.8189
C -2.0263 2.6390 -0.3784
Cl -1.3496 1.2974 0.5413
H 2.4525 4.3103 1.2351
H 3.3065 5.3802 0.1001
H 3.0086 3.6406 -0.2767
H 0.8718 5.7547 0.1587
H 1.3998 5.1935 -1.4532
H 0.6116 3.1557 0.6085
H -2.6075 5.4344 -1.7824
H -1.0711 5.8932 0.5144
H -1.3045 4.6690 1.7305
H -3.2823 6.3382 0.3419
H -3.4489 5.3747 1.7698
H -2.2389 2.3891 -1.4136
C -2.9643 -5.4980 -4.5632
C -1.7008 -4.7494 -4.9437
O -1.7147 -3.3820 -4.5194
P -1.6850 -3.0546 -2.9353
O -0.3760 -3.4810 -2.4097
O -1.5502 -1.4402 -2.9660
C -0.4098 -0.7524 -2.4599
C 0.6126 -0.5285 -3.5544
O -3.2503 -3.0519 -2.6560
C -4.0602 -1.8992 -2.3472
C -4.4308 -1.1172 -3.5864
H -3.0604 -5.5890 -3.4790
H -2.9507 -6.5031 -4.9859
H -3.8483 -4.9729 -4.9248
H -0.8198 -5.2482 -4.5302
H -1.5937 -4.7324 -6.0275
H 0.0184 -1.2731 -1.6063
H -0.7522 0.2153 -2.0910
H 0.8273 -1.4493 -4.0963
H 1.5430 -0.1399 -3.1364
H 0.2323 0.1917 -4.2820
H -3.5774 -1.2785 -1.5956
H -4.9682 -2.2895 -1.8871
H -3.5668 -0.8823 -4.2031
H -4.9213 -0.1865 -3.2984
H -5.1176 -1.6940 -4.2083
C 5.5002 -3.2598 4.9564
C 5.2422 -3.1752 3.4640
O 3.9559 -2.6280 3.1513
P 3.6565 -1.0799 3.5035
O 4.5127 -0.2449 2.6427
O 2.1899 -0.8951 2.8344
C 1.9528 -0.0122 1.7417
C 2.1027 -0.7325 0.4185
O 3.1034 -1.2707 4.9831
C 1.7401 -1.0971 5.4127
C 0.8888 -2.3060 5.0978
H 5.5514 -2.2662 5.4074
H 6.4464 -3.7664 5.1488
H 4.6989 -3.8030 5.4570
H 6.0178 -2.5809 2.9731
H 5.2640 -4.1728 3.0278
H 2.5984 0.8642 1.7986
H 0.9271 0.3479 1.8471
H 3.0393 -1.2874 0.3705
H 2.0701 -0.0243 -0.4121
H 1.2954 -1.4549 0.2873
H 1.3212 -0.1794 5.0063
H 1.7842 -0.9639 6.4942
H 0.9768 -2.6168 4.0598
H -0.1576 -2.0841 5.3103
H 1.1950 -3.1554 5.7107
```

Structure (SMILES) ... CC[C@H](Cl)[C@]1(S)CCOS(=O)(=O)[C@@H]1Cl.CCOP(=O)(OCC)OCC.CCOP(=O)(OCC)OCC
LUMO ... 0.280 eV
Frontier orbital gap ... 0.373 hartree
Energy ... -3976.37745 a.u.
Total charge ... 0